Run A
C2H7NO3 | ωB97M-V/def2-TZVPD

```
13
C2H7NO3 (ωB97M-V/def2-TZVPD)
O -1.8920 -0.3011 -1.2972
N 0.7170 -0.4486 -0.3645
H -1.9338 0.6803 1.1075
H 2.7699 -0.2987 0.1001
H 0.9802 1.4533 -0.8359
C 1.7810 -0.2442 0.5785
H 1.7055 0.7319 1.0918
C -2.0054 -0.2903 -0.0023
H -0.8863 -0.0587 -1.5392
H 1.7073 -1.0215 1.3397
H -2.6999 -1.0268 0.4092
O -0.9772 0.1854 0.7203
O 0.7335 0.6390 -1.3079
```

Computed properties:
Net charge = 0
Gap between HOMO and LUMO (spin up / spin down) = 6.70 / 9.48 eV

Run B
C2H7NO3 | ωB97M-V/def2-TZVPD

```
13
C2H7NO3 (ωB97M-V/def2-TZVPD)
H 0.9906 -3.1387 1.9369
H -0.2553 -0.0790 -1.3162
O 0.2500 -2.8179 0.0773
C 0.5325 -2.4935 1.1844
H -1.6650 1.4111 0.1284
H 0.4414 1.4244 -1.9734
C -0.0029 0.9653 -1.0829
H 0.6254 1.7551 0.4574
H -1.6360 2.0254 -1.4294
O 0.3067 -1.2481 1.6873
H 0.4894 -0.5752 0.9913
O 1.0231 1.0018 -0.0378
N -1.0998 1.7692 -0.6233
```

Computed properties:
Net charge = 0
Gap between HOMO and LUMO = 11.06 eV
SMILES = O=CO.NCO

Run C
C2H7NO3 | ωB97M-V/def2-TZVPD

```
13
C2H7NO3 (ωB97M-V/def2-TZVPD)
O 0.2233 -0.4989 1.5175
C -1.6791 0.0233 -1.5037
N -1.3413 -0.0553 -0.0884
H 2.7708 0.1082 2.4553
H -2.7541 -0.1176 -1.6019
H 2.0540 0.9787 1.4642
O 2.9410 0.7090 1.7216
H -1.4458 1.0112 -1.9025
C -0.0899 -0.3144 0.3606
H 1.6875 -0.4897 -0.2447
H -1.1263 -0.7074 -2.0847
O 0.8246 -0.2918 -0.6366
H -2.0647 -0.3552 0.5434
```

Computed properties:
Net charge = 0
Gap between HOMO and LUMO = 10.88 eV
SMILES = CNC(=O)O.O

According to the calculations, the structures order from most to least stable as run C, run B, run A.

Run A
C6H12OS | ωB97M-V/def2-TZVPD

```
20
C6H12OS (ωB97M-V/def2-TZVPD)
H 1.0806 -1.9547 -1.0579
H 2.0148 2.1556 -0.1902
H -1.0284 -1.5764 1.6367
H 0.0388 -0.1796 1.7917
C 0.3787 0.8822 -0.5573
H -0.1245 -1.3863 -2.3016
H 0.8800 -1.6388 1.3739
C -0.9224 1.5716 -0.2623
C -0.0419 -1.7715 -1.2418
H 0.6563 0.7915 -1.5429
C 1.5808 1.2762 0.3575
C -0.1092 -1.0724 1.1580
H 2.3075 0.4632 0.3992
C -0.3069 -0.6632 -0.2217
H -1.0715 2.3220 -0.9986
H -0.5276 -2.7661 -0.8780
H 1.0912 1.4885 1.2733
H -0.9486 1.9460 0.7705
O -2.8603 -0.0096 0.8424
S -2.0872 0.1216 -0.3510
```

Computed properties:
Net charge = 0
Gap between HOMO and LUMO = 9.42 eV

Run B
C6H12OS | ωB97M-V/def2-TZVPD

```
20
C6H12OS (ωB97M-V/def2-TZVPD)
H -3.5379 -2.6892 0.6882
H -0.8545 -0.0292 -1.5750
H 0.7866 0.7195 -1.8229
H -2.1942 -2.5722 1.9328
H 1.9763 -0.4862 1.3108
H -0.1357 -1.6433 1.5378
H -2.0496 -3.8008 0.5799
C 0.5577 -0.4929 -0.1697
C 0.1494 0.0992 -1.2193
H 2.3502 0.5775 0.0224
H 0.6018 5.3284 0.7397
C -1.5908 -1.7961 0.0540
O 1.9032 4.5064 -0.8505
C -0.4633 -1.3538 0.5249
H -2.0641 -1.6776 -0.9736
H 2.5099 -1.2611 -0.1184
C -2.4111 -2.8157 0.9195
H 2.1801 5.1063 -1.5288
C 1.9390 -0.4148 0.2896
S 0.3469 4.6956 -0.3413
```

Computed properties:
Net charge = 0
Gap between HOMO and LUMO = 9.00 eV
SMILES = C=C(C)/C=C/C.OS

According to the calculations, the structures order from most to least stable as run A, run B.

Run A
C2H5N3O2 | ωB97M-V/def2-TZVPD

```
12
C2H5N3O2 (ωB97M-V/def2-TZVPD)
N -1.5254 -1.2998 0.0896
N 0.2556 0.2040 -0.0326
H 0.0400 2.2958 0.2673
N 1.0985 -0.9382 -0.0116
H -0.9021 -2.1042 -0.0301
O -1.8256 0.9763 -0.1047
H -2.5297 -1.5150 0.2068
O 2.2718 -0.6009 -0.0583
C -1.1253 -0.0022 -0.0367
C 0.8106 1.5386 0.1138
H 1.5717 1.5401 0.9042
H 1.3386 1.7997 -0.8246
```

Computed properties:
Net charge = 0
Gap between HOMO and LUMO = 10.12 eV
SMILES = CN(N=O)C(N)=O

Run B
C2H5N3O2 | ωB97M-V/def2-TZVPD

```
12
C2H5N3O2 (ωB97M-V/def2-TZVPD)
H -0.2661 1.9594 1.9800
H -1.3154 0.2088 -2.2878
N 0.0730 0.1278 1.3882
H 0.1987 0.6029 3.2488
C -0.4070 -0.4890 -2.0825
O -0.0196 -1.0799 -3.0912
H 1.6442 -1.4800 0.2097
O 1.4902 -1.2925 -0.8214
N -0.3774 0.8803 2.4070
C -0.3852 0.0273 0.2452
H -1.0206 0.8931 -0.1857
N 0.3854 -0.3582 -1.0102
```

Computed properties:
Net charge = 0
Gap between HOMO and LUMO = 9.62 eV
SMILES = N/N=C/N(O)C=O

Run C
C2H5N3O2 | ωB97M-V/def2-TZVPD

```
12
C2H5N3O2 (ωB97M-V/def2-TZVPD)
C -0.3680 0.6903 1.3300
H -0.6686 0.4685 2.3329
C 0.1251 -0.5066 -0.8104
H -0.7089 1.1294 -0.3782
N 0.3417 0.6684 -1.5023
N -0.9072 1.6799 0.7141
O 0.1928 -1.5238 1.5199
H 0.1944 -2.4207 0.8292
N 0.2082 -0.2902 0.6816
O -0.1410 -1.6031 -1.2354
H 0.6251 0.4428 -2.3947
H 1.1063 1.2650 -1.0867
```

Computed properties:
Net charge = 0
Gap between HOMO and LUMO = 9.53 eV
SMILES = [H]/N=C\N(O)C(N)=O

Run D
C2H5N3O2 | ωB97M-V/def2-TZVPD

```
12
C2H5N3O2 (ωB97M-V/def2-TZVPD)
H -1.5969 1.9300 0.0001
N -0.8768 -0.5021 0.1234
N 0.2961 0.1225 -0.1261
O -2.4433 1.3481 0.0202
H 1.3563 -1.4544 0.4089
C -2.3046 0.0645 0.1721
H -0.8859 -1.5471 0.1639
H 2.3147 1.0734 -0.6090
O -3.2378 -0.7311 0.0724
C 1.4279 -0.4254 0.1320
H 3.3991 -0.1916 -0.2640
N 2.5510 0.3131 -0.0941
```

Computed properties:
Net charge = 0
Gap between HOMO and LUMO = 8.95 eV
SMILES = N/C=N/NC(=O)O

According to the calculations, the structures order from most to least stable as run D, run A, run C, run B.

Run A
C3H15N2O2 | ωB97M-V/def2-TZVPD

```
22
C3H15N2O2 (ωB97M-V/def2-TZVPD)
C 0.5455 0.5095 1.7774
N -0.1726 -0.2632 -0.4958
O -0.1926 -2.3749 -1.6918
O -3.1192 -0.3797 -2.0994
H 0.0303 0.7347 -0.7283
H 2.2100 3.0780 0.7108
H 1.7412 2.7527 2.3143
H -0.9449 -2.4146 -2.3408
H 0.1121 -1.5834 1.1667
H 0.9565 0.0961 2.7108
N 1.6233 1.1005 0.9206
H 0.7406 -0.6140 -0.8478
C -0.2172 -0.5569 0.9582
H -0.9208 -0.5621 -1.1422
H -0.7292 -2.9174 -1.0600
H -1.2997 -0.3387 1.3591
H 2.1846 0.2978 0.7043
C 2.2632 2.2997 1.4796
H -3.8735 0.1182 -1.7145
H -0.2132 1.2309 2.0493
H -2.9077 0.3997 -2.6383
H 3.3637 2.3348 1.5682
```

Computed properties:
Net charge = +1
Gap between HOMO and LUMO = 9.68 eV

Run B
C3H15N2O2 | ωB97M-V/def2-TZVPD

```
22
C3H15N2O2 (ωB97M-V/def2-TZVPD)
C -0.7699 -1.1260 -0.7646
H 2.2818 1.4257 -0.8315
H 1.0854 0.6982 -3.0207
H 0.9607 2.2978 -1.2688
H 0.8755 -1.3830 0.4796
H -1.8917 -0.3212 3.0116
H -0.5411 -1.0122 1.3302
N 1.2775 1.3923 -0.9568
H 0.2564 0.1688 0.5858
O 0.9940 0.8944 2.4437
H -1.8188 -1.1419 -0.5283
H -0.9534 -0.3392 -2.7472
H -0.4152 -2.0900 -1.0918
N 0.0261 -0.8339 0.4841
H 1.0491 1.8645 2.4361
H 1.7652 0.7756 3.0237
O -2.1442 -0.7514 2.1884
C 0.9425 0.3938 -1.9803
H -2.9713 -1.2176 2.3627
H 1.6127 -0.4377 -1.9473
C -0.5091 -0.0277 -1.8149
H -1.1122 0.7706 -1.3939
```

Computed properties:
Net charge = +1
Gap between HOMO and LUMO = 10.65 eV

Run C
C3H15N2O2 | ωB97M-V/def2-TZVPD

```
22
C3H15N2O2 (ωB97M-V/def2-TZVPD)
H -1.6925 -1.0544 -0.0584
H -0.6761 0.9378 0.6229
C 1.6773 -0.1847 -1.1416
H 0.4100 0.5261 1.8038
N -0.7460 -2.6661 -0.6564
H 1.8434 0.9159 -1.1929
O -1.5097 0.7065 2.5383
H -1.1123 -0.6687 -1.5914
H 1.1995 -0.7374 -2.0110
H 0.2193 3.6401 -0.0093
H -1.6865 -2.9214 -0.8012
H -1.3005 0.1462 3.2523
C -0.7479 -1.1968 -0.6784
N 0.3225 0.6499 0.7747
H 0.5199 2.8538 -1.3535
H 1.1240 -1.2783 0.7173
O 0.2274 2.7916 -0.4036
H -0.1533 -3.0711 -1.3056
C 0.6374 -0.6422 -0.0662
H -2.1981 0.6001 2.0397
H 0.9591 1.4262 0.4530
H 2.6831 -0.7732 -0.9324
```

Computed properties:
Net charge = +1
Gap between HOMO and LUMO = 10.21 eV

According to the calculations, the structures order from most to least stable as run B, run A, run C.